This record from OMol25 describes a gas-phase ion, C3H9N2 (charge +1) at a distorted geometry. The level of theory is ωB97M-V with the def2-TZVPD basis set.

Computed properties:
Largest force on an atom in eV Å⁻¹: 2.14
2S+1: 1
Net charge: +1
Lowest unoccupied orbital energy in eV: -3.43
ΔE to the lowest compared entry with this formula, charge and spin in kJ/mol: 131.5
Kohn-Sham gap in eV: 11.33

Element x y z (Å)
C 0.268 -1.831 0.194
C 0.163 -0.345 0.073
C -0.998 0.274 -0.153
N -0.878 1.760 -0.260
N 1.341 0.425 0.164
H 0.318 -2.402 -0.728
H 1.029 -2.129 0.917
H -0.595 -2.225 0.757
H -1.825 -0.191 -0.666
H -1.279 2.121 -1.121
H -1.535 2.081 0.447
H 0.134 1.966 -0.228
H 2.084 0.200 -0.477
H 1.772 0.295 1.081

Here are the Löwdin charges for atoms 1 to 4, given in e: atom 1 (C): -0.02, atom 2 (C): -0.35, atom 3 (C): -0.02, atom 4 (N): 0.19

---

This record from OMol25 describes a molecular structure, C43H47N5OS3SnTe at a distorted geometry. The level of theory is ωB97M-V with the def2-TZVPD basis set.

Computed properties:
Largest force on an atom in eV Å⁻¹: 2.78
2S+1: 2
Net charge: +3
<S²>: 0.760
Lowest unoccupied orbital energy (alpha / beta) in eV: -8.40 / -9.75
ΔE to the lowest compared entry with this formula, charge and spin in kJ/mol: 0.0
Kohn-Sham gap (alpha / beta) in eV: 6.79 / 5.55

Element x y z (Å)
Sn -1.045 -2.197 0.062
S -1.859 -2.213 2.621
C -3.054 -0.987 2.560
N -4.094 -0.928 3.359
C -4.827 0.361 3.405
C -3.933 1.543 3.131
N -3.199 1.395 1.820
C -3.081 2.515 0.856
C -2.836 3.802 1.632
C -1.813 3.850 2.601
C -1.656 5.019 3.311
C -2.479 6.089 3.078
C -3.429 6.061 2.086
C -3.567 4.927 1.285
C -2.922 0.171 1.526
S -2.667 -0.305 -0.140
C -4.610 -2.011 4.235
C -5.676 -2.752 3.501
C -6.949 -2.280 3.285
C -7.839 -2.987 2.453
C -7.437 -4.232 1.986
C -6.168 -4.744 2.225
C -5.284 -3.978 2.947
H -5.242 0.523 4.436
H -5.657 0.425 2.722
H -3.210 1.585 3.941
H -4.583 2.408 3.155
H -3.955 2.579 0.237
H -2.211 2.320 0.234
H -1.244 3.006 2.765
H -0.864 5.126 4.058
H -2.440 6.884 3.814
H -4.025 6.867 1.801
H -4.351 4.940 0.522
H -5.009 -1.581 5.146
H -3.802 -2.666 4.455
H -7.283 -1.335 3.732
H -8.858 -2.634 2.255
H -8.069 -4.801 1.330
H -5.937 -5.683 1.720
H -4.267 -4.269 3.066
C -0.392 -5.300 -5.153
N -0.713 -4.024 -4.517
C -0.801 -3.873 -3.199
N -0.544 -4.900 -2.404
S -1.270 -2.278 -2.652
H -0.392 -5.234 -6.244
H -1.181 -5.989 -4.969
H 0.558 -5.719 -4.826
H -0.904 -3.178 -5.093
H -0.368 -5.811 -2.805
H -0.402 -4.764 -1.421
C 6.430 2.761 -5.490
C 5.467 2.344 -4.424
C 4.077 2.492 -4.569
C 3.192 2.145 -3.537
C 1.715 2.337 -3.851
C 3.772 1.693 -2.330
Te 2.320 1.261 -0.919
N 0.644 -0.993 0.080
C 1.698 -1.474 -0.394
O 2.767 -0.653 -0.714
C 2.067 -2.895 -0.797
C 2.772 -3.218 -1.940
C 3.109 -4.542 -2.196
C 2.703 -5.583 -1.375
C 2.116 -5.235 -0.167
C 1.767 -3.931 0.108
C 3.156 1.879 0.916
C 3.655 0.934 1.810
C 4.136 1.431 3.030
C 4.165 2.808 3.284
C 3.760 3.701 2.282
C 3.202 3.243 1.069
C 2.694 4.309 0.092
C 5.163 1.576 -2.165
C 5.777 1.021 -0.902
C 5.970 1.869 -3.244
H 7.421 2.573 -5.139
H 6.282 3.808 -5.671
H 6.329 2.267 -6.440
H 3.714 2.836 -5.518
H 1.567 2.916 -4.745
H 1.197 2.836 -3.085
H 1.184 1.380 -3.946
H 3.072 -2.456 -2.620
H 3.654 -4.757 -3.127
H 2.810 -6.644 -1.719
H 1.869 -5.977 0.569
H 1.380 -3.624 1.094
H 3.555 -0.117 1.588
H 4.608 0.812 3.754
H 4.586 3.102 4.215
H 3.811 4.722 2.489
H 2.418 5.193 0.671
H 1.779 4.052 -0.501
H 3.462 4.690 -0.551
H 5.353 0.040 -0.673
H 5.601 1.652 -0.036
H 6.853 0.840 -1.052
H 7.047 1.834 -3.144

Here are the Löwdin charges for atoms 1 to 4, given in e: atom 1 (Sn): 0.74, atom 2 (S): 0.69, atom 3 (C): -0.62, atom 4 (N): -0.04

---

This record from OMol25 describes a molecular structure, C20H70F3O20V at a distorted geometry. The level of theory is ωB97M-V with the def2-TZVPD basis set.

Computed properties:
Largest force on an atom in eV Å⁻¹: 4.16
2S+1: 1
Net charge: 0
Lowest unoccupied orbital energy in eV: -4.55
ΔE to the lowest compared entry with this formula, charge and spin in kJ/mol: 850.1
Kohn-Sham gap in eV: 3.10

Element x y z (Å)
O 3.660 -1.013 5.603
V 3.665 0.551 5.225
O 4.755 1.332 6.111
C 0.589 1.486 0.791
O 0.606 0.172 1.288
O 1.335 2.157 1.779
C 1.005 1.821 -0.719
F 2.081 1.126 -1.131
F -0.004 1.476 -1.549
F 1.223 3.116 -0.899
C -0.432 -0.703 0.705
C -0.126 -2.126 1.225
H 0.845 -2.482 0.879
H 0.000 -2.241 2.302
H -0.869 -2.889 0.992
H -0.417 -0.761 -0.383
H -1.456 -0.413 0.943
H -0.452 1.784 0.918
C -2.493 6.085 -6.609
O -3.803 6.462 -6.416
H -2.485 5.023 -6.853
H -2.054 6.699 -7.395
H -1.927 6.219 -5.687
H -4.073 7.347 -6.671
C -0.452 -3.458 9.716
O -1.296 -3.095 10.752
H -0.856 -3.168 8.746
H 0.519 -2.976 9.825
H -0.371 -4.544 9.666
H -0.926 -3.193 11.632
C -2.504 9.337 -0.955
O -1.710 10.287 -0.298
H -3.132 8.744 -0.291
H -3.213 9.891 -1.570
H -1.882 8.735 -1.617
H -1.061 9.805 0.220
C 2.634 -6.132 -3.750
O 3.850 -6.466 -3.117
H 1.844 -6.801 -3.408
H 2.313 -5.106 -3.570
H 2.740 -6.231 -4.831
H 4.552 -5.881 -3.412
C -6.079 2.965 0.171
O -5.895 2.061 1.246
H -5.953 2.420 -0.765
H -7.062 3.433 0.229
H -5.326 3.752 0.212
H -6.662 1.492 1.147
C -2.179 -10.151 -0.153
O -2.605 -10.037 -1.513
H -2.915 -9.766 0.553
H -2.042 -11.196 0.126
H -1.186 -9.715 -0.044
H -2.796 -9.102 -1.623
C 2.991 3.846 -7.643
O 2.999 3.699 -9.030
H 3.993 4.160 -7.351
H 2.308 4.655 -7.384
H 2.704 2.997 -7.023
H 2.154 3.902 -9.439
C 1.229 8.825 4.912
O 1.296 8.402 3.524
H 0.481 8.161 5.345
H 2.164 8.628 5.436
H 1.020 9.894 4.946
H 1.404 7.448 3.513
C 6.124 -1.717 0.849
O 6.143 -0.642 1.783
H 5.353 -1.484 0.115
H 7.069 -1.765 0.308
H 5.832 -2.641 1.349
H 6.660 0.066 1.391
C 6.855 -2.068 -5.369
O 7.111 -3.448 -5.068
H 6.608 -1.501 -4.472
H 7.657 -1.543 -5.888
H 5.923 -2.015 -5.931
H 7.544 -3.749 -5.870
C -0.889 -2.087 -6.835
O -1.308 -3.360 -7.358
H -1.749 -1.434 -6.987
H -0.658 -2.109 -5.770
H -0.081 -1.638 -7.413
H -2.205 -3.238 -7.678
C -5.490 -3.961 4.939
O -5.570 -5.128 5.714
H -5.282 -4.205 3.898
H -6.380 -3.335 5.003
H -4.690 -3.311 5.293
H -5.626 -4.811 6.618
C -5.075 -4.805 -2.543
O -4.003 -5.399 -3.183
H -5.265 -5.474 -1.704
H -4.812 -3.806 -2.194
H -5.889 -4.722 -3.264
H -3.902 -4.933 -4.016
C -5.414 2.010 7.473
O -4.467 2.160 6.446
H -6.299 2.616 7.284
H -5.704 0.969 7.619
H -5.013 2.366 8.422
H -4.861 2.037 5.579
C 2.498 -8.107 5.226
O 2.283 -9.301 4.669
H 1.866 -7.982 6.105
H 3.533 -8.016 5.555
H 2.414 -7.252 4.555
H 2.960 -9.332 3.989
C 5.170 9.233 -2.794
O 6.227 10.183 -2.607
H 5.576 8.230 -2.657
H 4.410 9.404 -2.032
H 4.744 9.291 -3.795
H 5.806 11.002 -2.335

Here are the Löwdin charges for atoms 1 to 4, given in e: atom 1 (O): -0.31, atom 2 (V): 1.21, atom 3 (O): -0.31, atom 4 (C): -0.43